No. 1
98
Properties=species:S:1:pos:R:3:forces:R:3 method="wB97M-V/def2-TZVPD" total_charge=+2 relative_energy_ev=0.000 energy_ev=-102302.414 homo_ev=-13.136 e_lumo_ha=-0.245 gap_ev=6.48
Ce -0.557 -0.227 -0.195 -0.559 -0.540 0.281
Sb -2.703 -3.284 -1.703 -0.841 -1.812 -0.787
S -2.872 -0.979 -1.504 0.571 0.292 0.269
P 2.145 0.919 -0.700 1.628 0.973 -0.504
P 0.404 -0.415 -2.918 0.988 0.070 -1.550
O -0.484 1.859 -0.848 -0.541 -2.082 0.213
O 0.245 -2.288 -0.238 -0.248 2.037 -0.330
N -1.467 1.176 1.740 0.071 0.029 -0.499
N -1.681 -1.653 1.619 0.149 0.114 -0.092
C -2.735 -0.870 2.236 -0.303 0.525 0.276
C -1.462 -6.058 -1.075 -0.365 0.101 0.170
C -4.339 -4.186 -0.612 0.667 0.408 -0.310
C -3.686 -3.722 -6.510 0.071 0.002 0.008
C 2.580 3.522 -3.886 -0.027 0.034 -0.020
C 2.719 2.915 -2.648 0.056 -0.165 0.159
C 0.466 -3.314 0.531 0.420 -1.948 1.374
C -0.574 5.772 0.464 0.052 0.100 -0.084
C -2.809 -4.608 -5.906 0.025 -0.081 -0.054
C -5.575 -4.274 -1.228 0.077 0.156 -0.276
C -1.000 3.419 0.895 0.304 0.041 -0.942
C 0.999 1.839 -4.534 -0.008 -0.163 0.099
C -0.564 3.083 -0.428 -0.243 2.503 0.821
C 0.854 -5.737 1.942 0.033 -0.075 0.029
C -0.245 -4.957 2.199 -0.008 0.210 0.105
C -0.530 -7.080 -1.170 0.035 -0.072 -0.060
C -6.419 -5.515 0.643 0.000 0.032 -0.009
C -3.140 -3.506 -3.802 0.102 0.205 0.690
C -4.148 -4.735 0.647 0.209 0.104 0.073
C -0.197 4.157 -1.277 -0.111 -1.053 0.025
C -4.010 -2.609 -4.406 -0.082 0.185 0.178
C -5.195 -5.387 1.277 0.175 -0.043 0.115
C 0.691 -6.855 -1.780 -0.006 -0.008 -0.007
C -0.184 5.454 -0.839 -0.120 0.188 0.304
C -1.156 -4.814 -1.601 -0.293 0.870 0.064
C 1.615 -4.116 0.340 -0.306 0.748 -0.141
C 1.806 -5.289 1.024 -0.175 -0.098 0.257
C -0.442 -3.719 1.560 0.683 0.032 -0.718
C 2.427 2.296 0.494 -0.427 -0.295 0.085
C -6.610 -4.951 -0.606 -0.054 -0.032 -0.034
C 3.920 0.388 -0.808 -0.483 -0.455 0.204
C -0.472 -0.850 -4.476 -0.249 0.028 0.559
C -1.494 -2.862 2.016 -0.086 0.203 0.120
C 0.053 -4.585 -2.233 0.071 0.143 -0.123
C 2.018 1.756 -2.342 -0.334 -0.205 -0.038
C -1.513 2.463 1.827 -0.084 -0.187 0.153
C -2.535 -4.505 -4.551 0.128 -0.189 0.231
C 1.707 2.995 -4.821 0.000 0.120 0.031
C 1.178 1.194 -3.317 -0.178 0.213 0.269
C -2.124 0.424 2.803 -0.214 -0.554 0.387
C -4.289 -2.727 -5.758 -0.106 0.074 -0.023
C -0.992 4.769 1.298 -0.020 -0.183 0.026
C 1.920 -1.476 -3.117 -0.312 -0.126 0.369
C 0.986 -5.607 -2.303 -0.060 0.082 -0.279
H 0.308 1.454 -5.270 0.020 -0.073 -0.049
H -0.889 -1.852 -4.350 -0.047 0.015 -0.105
H 0.085 3.911 -2.290 0.064 -0.027 -0.129
H 4.200 -0.119 0.114 0.105 -0.006 0.048
H 3.193 2.984 0.144 0.009 -0.073 -0.056
H 0.217 -0.849 -5.321 0.034 0.027 0.079
H 2.777 -0.860 -3.385 -0.077 -0.040 -0.003
H -1.308 5.004 2.305 -0.089 0.031 0.069
H -2.417 -6.241 -0.603 0.001 -0.050 0.010
H 2.344 -3.790 -0.389 0.005 0.037 -0.085
H -1.847 -5.199 -4.084 -0.034 -0.049 -0.072
H -2.015 2.915 2.693 0.108 -0.187 -0.059
H -3.466 -0.603 1.455 0.094 -0.104 0.259
H -2.908 1.016 3.295 0.185 -0.092 -0.123
H -4.453 -1.810 -3.821 -0.066 -0.006 -0.109
H 0.125 6.240 -1.511 0.012 0.074 -0.091
H 3.136 4.419 -4.107 0.060 0.082 -0.031
H 1.511 2.850 0.682 0.081 0.059 0.070
H 4.083 -0.292 -1.638 -0.014 -0.055 -0.025
H -3.886 -3.800 -7.569 -0.059 -0.025 -0.036
H 2.767 1.853 1.433 0.017 0.010 -0.017
H -4.984 -2.046 -6.226 -0.031 0.099 -0.024
H -5.726 -3.821 -2.195 -0.114 -0.041 -0.192
H 2.108 -1.996 -2.177 0.152 -0.068 -0.076
H -1.372 0.154 3.557 -0.169 0.036 -0.082
H -2.341 -5.389 -6.485 0.053 -0.045 -0.054
H -0.975 -5.279 2.930 -0.031 0.006 0.128
H -3.181 -4.667 1.129 0.012 -0.085 0.057
H -0.762 -8.054 -0.768 -0.050 -0.081 0.055
H 0.270 -3.599 -2.628 0.121 -0.101 -0.041
H 1.001 -6.672 2.459 -0.046 -0.055 0.032
H 1.569 3.483 -5.774 0.003 0.054 -0.086
H 3.381 3.361 -1.921 0.074 0.068 0.065
H -7.217 -6.058 1.122 -0.131 -0.042 0.067
H 2.690 -5.883 0.835 0.040 0.014 -0.003
H 1.758 -2.207 -3.909 -0.003 -0.039 0.020
H 1.418 -7.651 -1.839 0.065 -0.071 -0.023
H 4.549 1.266 -0.945 -0.080 0.040 0.015
H -7.558 -5.052 -1.110 -0.138 0.031 -0.033
H 1.947 -5.428 -2.762 0.073 0.024 -0.103
H -5.041 -5.813 2.258 -0.016 -0.061 0.078
H -2.132 -3.279 2.810 0.031 0.180 -0.176
H -3.255 -1.421 3.038 0.147 0.131 -0.265
H -1.293 -0.158 -4.656 -0.056 -0.055 -0.012
H -0.567 6.797 0.798 0.011 0.059 0.048



No. 2
11
Properties=species:S:1:pos:R:3:forces:R:3 method="wB97M-V/def2-TZVPD" total_charge=0 relative_energy_ev=6.027 energy_ev=-10246.239 homo_ev="-9.267 / -9.265" smiles="N#C[C@@H](O)CN=O" e_lumo_ha="-0.031 / -0.031" gap_ev="8.42 / 8.42"
O 0.090 -1.625 -0.536 0.404 0.129 0.373
O -1.653 0.288 -0.904 3.081 1.790 0.348
N -0.729 1.116 -1.042 -5.754 0.335 -1.958
N -1.053 -0.396 2.325 -0.280 0.217 0.546
C 0.611 -0.616 0.298 -2.535 2.373 -1.931
C -0.267 -0.437 1.495 1.244 -0.492 -0.991
C 0.516 1.026 -0.514 2.051 -2.812 3.122
H -0.880 -1.582 -0.527 0.344 0.238 -0.050
H 1.149 1.300 -1.416 -0.030 -0.615 1.455
H 0.610 1.785 0.360 -0.104 -0.991 -1.694
H 1.609 -0.861 0.459 1.578 -0.172 0.781



No. 3
69
Properties=species:S:1:pos:R:3:forces:R:3 method="wB97M-V/def2-TZVPD" total_charge=0 relative_energy_ev=1.154 energy_ev=-381373.305 homo_ev=-6.575 e_lumo_ha=-0.010 gap_ev=6.31
Hf -0.273 0.384 0.160 -0.686 -1.049 -0.876
Se -2.696 3.005 0.581 -0.426 0.467 -0.345
Se 0.404 -0.783 -2.398 0.685 -0.352 -0.423
Se -1.886 2.459 2.653 -0.153 0.339 0.474
Se -1.363 0.202 2.525 -0.055 -0.326 0.695
Se -0.865 2.853 -0.884 -0.209 0.645 0.314
S 1.426 3.043 1.977 0.087 0.051 0.549
O -2.151 0.272 -0.622 -0.931 -0.491 -0.238
O 1.462 1.149 -0.445 1.366 0.314 0.182
N 1.373 -1.058 1.066 -0.019 0.216 0.108
N -2.268 -0.898 -3.289 0.375 0.351 -0.124
N -1.342 1.041 -3.724 -0.225 -0.693 0.156
N 0.760 5.262 0.725 0.194 0.108 0.037
N 2.933 5.159 1.602 0.773 0.137 0.131
N -1.054 -2.047 0.100 -0.127 0.127 0.486
C -4.801 2.027 -4.596 0.039 0.119 -0.048
C 3.466 2.376 -0.476 -0.268 -0.135 -0.185
C -1.125 -0.178 -3.202 -0.151 -0.423 -0.146
C -3.277 -0.092 -3.760 -0.196 0.639 -0.425
C 0.945 6.512 0.292 0.372 0.358 0.042
C -2.683 1.153 -4.029 -0.740 -0.327 -0.020
C -5.381 0.780 -4.371 0.007 -0.139 0.023
C 5.378 1.613 0.765 0.229 0.040 0.072
C -4.632 -0.302 -3.946 0.152 0.052 -0.152
C -3.443 2.235 -4.442 0.116 -0.059 0.041
C -3.391 -1.760 -0.362 -0.463 0.673 -0.091
C -4.489 0.334 -0.897 0.284 0.154 0.140
C 4.767 2.544 -0.081 -0.110 -0.174 0.011
C 1.739 4.565 1.412 -0.785 -0.818 0.143
C 0.010 -2.956 0.447 0.447 -0.367 0.193
C 0.856 -2.319 1.550 -0.321 -0.576 0.181
C -0.344 2.030 -4.021 0.391 0.495 -0.017
C -5.786 -1.683 -0.701 -0.248 -0.012 -0.024
C -3.300 -0.362 -0.605 0.107 -0.180 0.071
C 3.124 6.373 1.184 -0.308 0.277 -0.162
C 4.665 0.530 1.205 -0.225 -0.048 0.019
C -4.641 -2.394 -0.438 0.178 0.025 0.017
C 2.134 7.143 0.530 -0.127 -0.151 -0.036
C -5.701 -0.308 -0.921 0.072 -0.092 0.139
C -2.234 -2.531 -0.027 0.653 0.071 0.052
C 2.696 1.281 -0.034 0.762 -0.138 0.007
C 3.321 0.339 0.830 -0.051 0.664 -0.476
C 2.617 -0.803 1.297 -0.248 -0.183 -0.064
H 4.114 6.777 1.358 0.064 0.149 0.003
H 1.659 -3.007 1.851 -0.090 0.158 -0.059
H -5.430 2.855 -4.885 -0.056 0.075 -0.068
H -6.745 -2.177 -0.729 -0.054 -0.075 -0.017
H 2.971 3.098 -1.111 -0.014 0.043 -0.072
H -6.595 0.262 -1.127 -0.103 0.043 -0.043
H 0.635 -3.111 -0.444 -0.070 0.020 0.166
H 0.596 1.731 -3.557 -0.113 0.000 -0.019
H -4.406 1.393 -1.104 -0.024 -0.020 0.003
H 5.326 3.403 -0.425 0.008 0.064 -0.004
H -6.444 0.664 -4.509 -0.127 -0.026 -0.009
H -2.367 -1.827 -2.911 0.096 0.131 0.077
H -2.401 -3.608 0.118 0.119 0.118 -0.025
H -0.369 -3.934 0.784 0.039 0.151 -0.096
H -0.212 2.101 -5.103 -0.004 -0.025 0.014
H 2.316 8.156 0.218 -0.015 0.113 -0.086
H -0.645 2.998 -3.615 0.005 -0.166 -0.081
H -2.998 3.205 -4.593 0.045 0.114 -0.062
H -5.086 -1.255 -3.734 -0.071 -0.133 0.053
H 0.214 -2.138 2.426 0.136 -0.029 -0.136
H -4.691 -3.463 -0.283 0.005 -0.101 0.089
H 5.123 -0.196 1.865 0.036 -0.032 0.025
H 3.202 -1.518 1.889 -0.114 0.014 -0.125
H 6.404 1.755 1.068 0.063 -0.023 0.051
H 0.125 6.970 -0.241 -0.087 0.002 -0.016
H -0.086 4.746 0.475 0.109 -0.156 0.005



No. 4
80
Properties=species:S:1:pos:R:3:forces:R:3 method="wB97M-V/def2-TZVPD" total_charge=+3 energy_ev=-130829.378 homo_ev="-16.746 / -16.746" s_squared=0.756 spin_multiplicity=2 e_lumo_ha="-0.444 / -0.429" gap_ev="4.66 / 5.09"
Re -1.033 0.617 0.970 3.306 -3.766 -2.055
As 2.040 1.121 -0.140 3.555 1.071 -2.021
Cl -1.586 2.792 1.676 0.082 5.702 0.774
P -2.264 -0.973 2.338 -0.353 -0.268 0.103
O -2.668 1.921 1.239 -1.480 -2.271 -0.969
O -0.756 3.011 0.548 0.370 -0.145 -1.199
O -0.819 1.942 2.573 0.998 -1.875 1.470
O 0.888 0.128 0.646 -4.472 -0.158 1.657
O -1.411 -0.356 -0.768 -0.264 1.166 0.879
O -2.041 3.924 2.287 -0.715 1.017 0.757
C 1.005 4.948 -1.542 0.048 0.012 0.143
C -2.871 -0.129 3.853 0.106 -0.018 -0.106
C -1.760 -2.883 -4.776 -0.026 -0.037 -0.065
C 3.294 -1.299 -1.177 -0.154 -0.001 0.061
C 3.309 0.596 -2.686 -0.227 0.266 -0.048
C 2.915 -0.001 -1.495 -0.636 0.421 0.584
C -3.721 -1.513 1.354 0.376 0.110 0.213
C 1.548 3.927 -0.777 0.324 0.033 0.072
C -0.168 -2.412 -0.767 0.003 0.451 0.271
C -2.488 -1.847 -5.362 0.096 0.047 0.334
C 4.448 -1.429 -3.278 0.055 0.024 -0.202
C -2.749 -0.681 -4.643 -0.067 0.032 0.002
C 0.484 2.299 -2.234 -0.039 -0.327 -0.022
C -1.242 -2.420 2.836 0.112 0.220 -0.237
C -4.161 0.662 3.649 -0.056 0.105 -0.058
C 4.053 -2.018 -2.086 -0.013 -0.003 0.278
C -4.613 -2.500 2.101 -0.092 -0.041 -0.003
C 4.066 -0.133 -3.591 0.087 0.043 0.171
C -1.522 -1.579 -2.754 -0.215 0.407 0.174
C -2.281 -0.547 -3.358 0.062 -0.147 0.166
C 1.288 2.616 -1.143 0.291 -0.698 0.693
C 5.397 1.673 3.107 -0.004 -0.056 0.026
C -0.065 3.329 -2.979 -0.119 -0.061 0.105
C -1.270 -2.756 -3.495 0.011 0.087 0.135
C 5.375 2.528 2.014 -0.010 -0.115 -0.091
C 3.430 1.402 1.203 -0.802 0.101 -0.228
C -1.056 -1.396 -1.404 -0.048 -1.254 -1.023
C 0.191 4.647 -2.620 -0.063 0.007 -0.096
C 3.457 0.523 2.280 -0.335 0.028 -0.050
C -1.652 -3.131 4.123 -0.071 0.023 0.069
C 4.396 2.387 1.042 -0.193 0.180 -0.236
C 4.444 0.669 3.241 0.047 -0.061 -0.087
H 2.166 4.150 0.087 -0.052 0.046 -0.056
H -1.432 -2.533 5.001 -0.043 0.049 0.111
H -3.340 0.103 -5.086 -0.025 0.103 -0.076
H -0.628 -3.398 -0.779 -0.123 -0.055 -0.049
H -4.275 -0.608 1.089 0.032 0.030 -0.015
H 6.127 3.296 1.906 0.038 0.021 -0.002
H 4.366 -3.023 -1.844 0.036 -0.058 -0.015
H -4.362 1.260 4.535 0.019 0.018 0.053
H -3.035 -0.916 4.597 0.150 0.035 -0.097
H -5.512 -2.679 1.515 -0.018 -0.025 -0.030
H -2.700 -3.413 4.125 -0.138 0.001 0.060
H 1.207 5.976 -1.287 0.017 0.093 0.039
H 0.048 -2.115 0.258 0.124 -0.189 -0.095
H -2.063 0.515 4.218 -0.071 -0.212 0.025
H 4.390 3.030 0.168 0.054 0.042 0.099
H 4.473 -0.009 4.082 0.050 0.006 0.035
H 3.045 1.626 -2.902 0.020 -0.125 -0.071
H -1.601 -3.794 -5.333 0.102 -0.063 -0.001
H -1.286 -3.128 2.008 0.074 0.093 -0.170
H 0.761 -2.480 -1.334 0.080 -0.011 0.043
H 2.707 -0.257 2.355 0.099 0.022 0.176
H 4.379 0.330 -4.516 0.045 -0.022 -0.040
H -0.214 -2.064 2.935 0.066 -0.037 -0.126
H 3.009 -1.724 -0.222 0.079 -0.140 0.013
H -5.014 0.006 3.505 -0.042 -0.007 -0.034
H -2.862 -1.951 -6.369 -0.035 -0.038 -0.084
H 6.173 1.775 3.853 -0.015 0.036 0.028
H -4.117 -3.454 2.244 0.039 -0.124 0.034
H 0.301 1.255 -2.490 0.032 0.213 -0.112
H -3.357 -1.960 0.427 0.063 0.060 -0.034
H -4.929 -2.120 3.068 -0.021 -0.008 0.117
H -2.493 0.339 -2.780 -0.048 0.143 -0.060
H -0.716 -3.573 -3.061 0.082 -0.094 0.033
H -4.096 1.334 2.797 -0.199 0.011 0.157
H 5.083 -1.975 -3.960 -0.036 -0.076 -0.068
H -1.072 -4.049 4.199 0.043 -0.006 0.009
H -0.702 3.118 -3.826 0.026 -0.053 -0.036
H -0.259 5.449 -3.187 0.019 0.073 -0.098